Here is C20H30Cl2N3O3SSc as an isolated structure in a non-equilibrium geometry from OMol25. Energies are from ωB97M-V/def2-TZVPD.

Last column: natural (NBO) charge in e.
Cartesian coordinates (Å):
O (-1.63944, -0.86440, -0.25919)  -0.7993
C (-1.42780, -1.67321, -1.20818)  0.1457
C (-2.27742, -2.82009, -1.35256)  -0.0533
C (-2.94175, -3.38504, -0.23166)  -0.2377
H (-2.66329, -3.04301, 0.77130)  0.2238
C (-3.89041, -4.38262, -0.43818)  -0.2101
H (-4.43405, -4.77820, 0.42313)  0.2061
C (-4.13142, -4.87433, -1.73365)  -0.2596
H (-4.85179, -5.68141, -1.88186)  0.2040
C (-3.49230, -4.28460, -2.83363)  -0.2221
H (-3.77119, -4.61508, -3.83020)  0.2025
C (-2.51763, -3.31287, -2.65247)  -0.2328
H (-1.92754, -2.91165, -3.47320)  0.2028
H (-0.67026, -1.44925, -1.96163)  0.1289
C (1.95446, -2.92029, -2.16655)  -0.6788
C (1.98443, -1.51506, -2.71945)  -0.0136
H (2.97122, -3.33412, -2.20801)  0.2206
H (1.30181, -3.55614, -2.77322)  0.2387
H (1.58826, -2.94122, -1.13192)  0.2539
C (2.85645, -0.57623, -2.28543)  -0.2289
C (3.85452, -0.79168, -1.18307)  -0.6485
H (2.89643, 0.38752, -2.77355)  0.2031
H (4.42554, -1.73532, -1.27495)  0.2205
H (3.41103, -0.80482, -0.17478)  0.2155
H (4.58791, 0.02678, -1.18287)  0.2134
Sc (-0.64628, -0.02062, 1.19691)  1.6928
Cl (0.05667, -2.21070, 1.79410)  -0.6122
Cl (0.87177, -1.16218, -3.96811)  0.0088
C (2.00053, 0.29753, 2.70917)  0.5569
O (1.06363, 0.83838, 2.04742)  -0.7202
N (2.99439, 1.00719, 3.21814)  -0.3730
C (2.96755, 2.46720, 3.15989)  -0.4267
C (3.97124, 0.34955, 4.07099)  -0.4054
H (2.01961, -0.78398, 2.87404)  0.1974
H (2.24516, 2.78519, 2.40412)  0.2450
H (3.96663, 2.83663, 2.90926)  0.2097
H (2.68310, 2.88260, 4.13691)  0.2118
H (3.85491, -0.72517, 3.90276)  0.2238
H (3.78272, 0.57192, 5.12928)  0.2085
H (4.98582, 0.66482, 3.80888)  0.2117
H (1.02536, 4.74911, -0.80875)  0.2047
H (-1.11883, 5.23867, -1.92987)  0.2119
C (1.04397, 3.72663, -1.20214)  -0.4241
C (-1.12253, 4.22819, -2.35649)  -0.4056
N (-0.31669, 3.32521, -1.54761)  -0.3821
H (1.43700, 3.03239, -0.45727)  0.2452
C (-0.80895, 2.16245, -1.12938)  0.5763
O (-0.23502, 1.47962, -0.22984)  -0.7089
H (-2.14071, 3.82937, -2.36382)  0.2238
H (-1.73956, 1.83588, -1.61282)  0.1756
H (1.67576, 3.72432, -2.10104)  0.2081
H (-0.74040, 4.29224, -3.38445)  0.2051
S (-4.73752, 1.73249, 2.45024)  0.3063
C (-3.45873, 2.79565, 2.99864)  -0.4913
C (-2.21991, 2.24819, 2.77168)  -0.0493
N (-2.27907, 0.96615, 2.19186)  -0.7228
C (-3.55932, 0.56863, 1.95549)  -0.3560
H (-3.63520, 3.76734, 3.44114)  0.2279
H (-1.24993, 2.70004, 2.99762)  0.2003
H (-3.83297, -0.36456, 1.45884)  0.2311

## Properties
Total energy ... -88421.7463 eV
HOMO-LUMO gap (spin up / spin down) ... 4.7 / 3.8 eV

Here is a 3-piece molecular cluster, C20H30ClF2N3O10P2 overall in a non-equilibrium geometry from OMol25. Energies are from ωB97M-V/def2-TZVPD.

Last column: natural (NBO) charge in e.
Cartesian coordinates (Å):
C (0.88970, 4.67844, 1.91657)  -0.2539
C (0.73536, 3.67041, 1.07163)  -0.0940
C (0.50295, 2.48762, -0.04140)  0.1144
C (1.83246, 2.65362, -0.94769)  -0.4550
C (2.66092, 1.29069, -1.21215)  -0.4324
C (2.57663, 0.77960, -2.77065)  -0.5181
C (1.86394, -0.66428, -2.89832)  0.8044
O (0.87408, -0.86567, -3.69616)  -0.5751
O (2.33050, -1.79495, -2.13987)  -0.5559
C (1.32050, -2.28364, -1.20436)  -0.0901
C (1.80573, -2.10734, 0.33982)  -0.6646
N (0.32703, 1.27933, 0.83323)  -0.6772
C (-1.06633, 1.44419, 1.39335)  0.6952
O (-1.41903, 1.00107, 2.53667)  -0.5694
C (-2.05319, 2.25987, 0.40299)  -0.0529
Cl (-2.63773, 3.74700, 1.38548)  -0.0390
C (-3.46919, 1.60411, -0.03588)  -0.4612
C (-3.52891, -0.00636, 0.06180)  -0.2316
N (-4.92711, -0.51367, -0.17595)  -0.8313
C (-0.96660, 2.62340, -0.75535)  -0.7068
P (-1.30110, 4.42426, -1.37462)  1.2726
N (-0.87527, 4.53297, -2.93274)  -1.3263
P (-0.91961, 1.47708, -2.27432)  1.4546
O (-2.29552, 1.27894, -2.96626)  -1.0849
H (1.44587, 5.49979, 2.51740)  0.2814
H (1.58483, 3.20903, -1.94288)  0.2530
H (2.55676, 3.37154, -0.38409)  0.2586
H (3.78800, 1.54636, -1.05116)  0.2305
H (2.42227, 0.44947, -0.46793)  0.2518
H (2.10051, 1.59289, -3.42470)  0.2437
H (3.66882, 0.65452, -3.16348)  0.2531
H (1.22954, -3.43649, -1.37281)  0.2107
H (0.25946, -1.84780, -1.38760)  0.1946
H (1.31165, -2.88795, 1.04580)  0.2394
H (2.96512, -2.14692, 0.43167)  0.2305
H (1.41301, -1.07322, 0.69212)  0.2068
H (0.87108, 1.42072, 1.70499)  0.4223
H (-3.82881, 2.02561, -1.06294)  0.2676
H (-4.25365, 2.00347, 0.73068)  0.2316
H (-3.26262, -0.31037, 1.14717)  0.2076
H (-2.84092, -0.55938, -0.67353)  0.2103
H (-5.20867, -0.41058, -1.16770)  0.3625
H (-5.61299, 0.05943, 0.35190)  0.3498
H (-0.52229, 5.39899, -0.66479)  0.0146
H (-2.72108, 4.69896, -1.27839)  -0.0032
H (-0.14896, 5.26321, -3.02635)  0.3680
H (-0.02138, 2.01155, -3.27280)  0.0223
H (-0.51380, 0.17872, -1.78269)  -0.0373
C (-1.20504, -7.33699, -2.17721)  -0.1323
C (-0.06944, -6.46799, -2.61017)  0.4425
O (0.21262, -5.70228, -1.45695)  -0.4903
C (-0.14453, -6.49297, -0.40490)  0.9598
O (0.19397, -6.29746, 0.72949)  -0.5534
O (-0.92748, -7.53768, -0.80070)  -0.4749
F (-0.45194, -5.62823, -3.59995)  -0.3202
H (-2.17690, -6.84608, -2.28392)  0.2067
H (-1.23100, -8.28666, -2.71476)  0.2087
H (0.82650, -7.01738, -2.91489)  0.1560
C (1.22524, 1.39731, 5.79048)  -0.1296
C (1.16939, 1.07030, 4.33398)  0.4203
O (2.32613, 0.28552, 4.13154)  -0.4910
C (2.55284, -0.33540, 5.32403)  0.9593
O (3.27895, -1.27985, 5.46438)  -0.5494
O (1.84608, 0.24479, 6.33755)  -0.4744
F (1.27469, 2.19153, 3.58027)  -0.3324
H (1.84079, 2.27675, 6.00284)  0.1997
H (0.23396, 1.55108, 6.22078)  0.2129
H (0.28322, 0.50345, 4.03437)  0.1905

## Properties
Total energy ... -82698.3538 eV
HOMO-LUMO gap ... 8.4 eV
SMILES string ... C#C[C@@]1(CCCC(=O)OCC)NC(=O)[C@](Cl)(CCN)[C@]1([PH2]=N)[PH2]=O.O=C1OC[C@@H](F)O1.O=C1OC[C@@H](F)O1

Here is an isolated ion of composition C20H30ClSi and charge +1 in a non-equilibrium geometry from OMol25. Energies are from ωB97M-V/def2-TZVPD.

Last column: natural (NBO) charge in e.
Cartesian coordinates (Å):
C (2.64297, -1.27300, -2.19188)  -0.6201
C (1.12590, -1.02218, -2.19051)  -0.4322
C (0.84206, 0.48912, -2.21556)  -0.6194
C (0.50341, -1.66948, -3.44324)  -0.6196
Si (0.33893, -1.81962, -0.59809)  1.7460
C (-1.49426, -1.50707, -0.66824)  -1.1617
C (0.71668, -3.64806, -0.62674)  -1.1572
C (1.08492, -1.03840, 0.99412)  -0.9259
C (0.40324, -1.45553, 2.20823)  0.3795
C (0.96463, -2.47273, 3.11656)  -0.5419
H (2.88375, -2.34459, -2.20796)  0.2138
H (3.06609, -0.82147, -3.10187)  0.2254
H (3.14346, -0.81582, -1.32749)  0.2005
H (-0.23445, 0.70672, -2.23192)  0.2149
H (1.29185, 1.01492, -1.36273)  0.1996
H (1.28101, 0.90500, -3.13537)  0.2261
H (-0.58096, -1.50303, -3.50115)  0.2165
H (0.96193, -1.20852, -4.33092)  0.2280
H (0.69263, -2.75047, -3.49105)  0.2160
H (-1.95553, -1.90143, 0.24929)  0.2442
H (-1.72907, -0.43493, -0.74460)  0.2546
H (-1.93649, -2.02608, -1.53174)  0.2707
H (0.40701, -4.11560, 0.32100)  0.2405
H (0.14732, -4.12112, -1.44171)  0.2717
H (1.78589, -3.85587, -0.78316)  0.2551
H (2.14490, -1.35859, 1.00368)  0.2860
H (1.03662, 0.06189, 0.86795)  0.3120
H (-0.47300, -0.88387, 2.53386)  0.2243
H (1.90068, -2.08298, 3.56799)  0.3020
H (1.28613, -3.34608, 2.50521)  0.2735
Cl (-4.82291, -5.45441, 1.73879)  0.0484
C (-3.43875, -4.70511, 2.42472)  -0.0472
C (-3.52717, -3.38821, 2.90156)  -0.2161
C (-2.39987, -2.80158, 3.49624)  -0.2391
C (-1.21156, -3.51541, 3.60335)  0.0492
C (0.06162, -2.87994, 4.19954)  -0.1391
C (0.80031, -3.87615, 5.14655)  -0.3919
C (1.22983, -3.05068, 6.38086)  -0.4493
C (0.40102, -1.78682, 6.28219)  -0.1237
C (-0.21067, -1.66300, 5.09059)  -0.2369
C (-1.12395, -4.81238, 3.10148)  -0.2351
C (-2.23922, -5.42781, 2.52596)  -0.2104
H (-4.46669, -2.84372, 2.85978)  0.2417
H (-2.47158, -1.78396, 3.88712)  0.2196
H (0.10515, -4.65194, 5.47772)  0.2324
H (1.63556, -4.37659, 4.64916)  0.2116
H (1.06011, -3.61253, 7.31245)  0.2369
H (2.30685, -2.84477, 6.31123)  0.2206
H (0.36677, -1.09666, 7.12568)  0.2319
H (-0.79177, -0.81531, 4.72164)  0.2096
H (-0.18153, -5.36380, 3.19082)  0.2225
H (-2.18899, -6.46045, 2.20077)  0.2416

## Properties
Total energy ... -41619.9428 eV
HOMO-LUMO gap ... 6.2 eV
Relative energy (zero: lowest compared OMol25 entry of this formula, charge and spin) ... 0.71 kcal/mol
Charge ... +1

Here is C20H30CrO12 as an isolated structure in a non-equilibrium geometry from OMol25. Energies are from ωB97M-V/def2-TZVPD.

Last column: Mulliken spin population.
Cartesian coordinates (Å):
Cr (-1.45492, 2.89284, -0.13496)  4.0861
C (1.30660, 6.06569, 0.05276)  0.0005
C (0.34133, 4.83594, 0.12931)  -0.0236
O (0.05520, 4.26358, -0.94039)  0.0541
O (-0.21993, 4.26851, 1.02866)  0.0021
H (0.81498, 6.90766, 0.54009)  0.0007
H (1.33823, 6.33904, -1.00193)  0.0010
H (2.34367, 5.98247, 0.37781)  0.0005
C (0.17990, -0.73864, 0.02699)  0.0061
C (-0.35098, 0.62894, -0.01547)  -0.0741
O (-0.51251, 1.33787, 1.00792)  -0.0108
O (-0.74441, 1.10806, -1.06354)  0.0229
H (0.47165, -0.92186, 1.06111)  -0.0028
H (1.18166, -0.82742, -0.39336)  0.0034
H (-0.52511, -1.45048, -0.40237)  0.0002
O (-2.47743, 3.15304, -1.98296)  -0.0485
C (-3.20961, 3.07349, -3.01312)  -0.0201
O (-4.38279, 3.56003, -3.00905)  -0.0027
C (-5.15656, 3.08058, -4.09515)  0.0003
C (-4.02624, 2.92226, -5.19381)  0.0010
C (-2.80682, 2.55654, -4.39527)  0.0003
H (-5.84965, 3.91648, -4.19002)  0.0000
H (-5.75834, 2.17316, -4.04475)  0.0002
H (-3.92324, 3.76646, -5.87557)  0.0000
H (-4.31804, 2.12234, -5.87431)  -0.0003
H (-1.90899, 3.13132, -4.62252)  0.0004
H (-2.64026, 1.49789, -4.19625)  0.0004
O (-2.01835, -1.11518, 5.33849)  0.0000
C (-2.36402, -1.63293, 4.31603)  -0.0002
O (-3.67128, -2.13959, 4.19876)  0.0000
C (-3.84897, -2.76235, 3.01494)  0.0002
C (-2.50440, -2.54149, 2.22597)  -0.0006
C (-1.45178, -2.24618, 3.27186)  0.0008
H (-4.81201, -2.52781, 2.56147)  0.0000
H (-4.07375, -3.79762, 3.27143)  0.0000
H (-2.49245, -1.64235, 1.60993)  0.0007
H (-2.11961, -3.33310, 1.58303)  0.0000
H (-0.74831, -1.48757, 2.92873)  -0.0006
H (-0.82335, -3.02685, 3.70050)  0.0000
O (4.90692, -0.96248, 5.21973)  0.0000
C (3.98774, -1.07181, 4.44431)  0.0000
O (3.33640, -0.13946, 3.86423)  0.0000
C (2.11896, -0.66841, 3.31475)  -0.0002
C (2.35364, -2.13684, 2.93869)  0.0002
C (3.49972, -2.37441, 4.02807)  0.0000
H (1.93662, -0.15556, 2.37038)  0.0014
H (1.26349, -0.55391, 3.98046)  0.0002
H (2.82743, -2.32425, 1.97511)  0.0002
H (1.43768, -2.70459, 3.10238)  0.0001
H (4.38512, -2.92450, 3.70939)  0.0000
H (2.97442, -2.97271, 4.77252)  0.0000
O (2.70247, -2.84427, -5.21525)  0.0000
C (2.95555, -2.67489, -3.99389)  0.0000
O (2.72591, -3.67568, -3.12173)  0.0000
C (2.86461, -3.35641, -1.74459)  -0.0001
C (3.56643, -1.94494, -1.79535)  -0.0002
C (3.37322, -1.42484, -3.20588)  -0.0001
H (3.42025, -4.14841, -1.24250)  0.0000
H (1.81813, -3.25377, -1.45744)  0.0001
H (4.63329, -2.16427, -1.75273)  0.0000
H (3.17128, -1.19231, -1.11307)  0.0007
H (4.32986, -1.02612, -3.54345)  0.0000
H (2.57155, -0.69776, -3.33542)  0.0000

## Properties
2S+1 ... 5
Total energy ... -74216.7574 eV
<S²> ... 6.0122
HOMO-LUMO gap (spin up / spin down) ... 8.0 / 8.7 eV